1.
The molecule C2H6N4O in a non-equilibrium geometry, computed with ωB97M-V/def2-TZVPD.

* LUMO energy: 1.004 eV
* highest occupied orbital energy: -8.45 eV
* orbital gap: 9.4 eV
* total charge: 0
* largest force on an atom: 6.706 eV Å⁻¹
* energy above the lowest of the compared OMol25 structures with the same formula, charge and spin: 97.64 kcal/mol

Each line ends with the Mulliken charge.
Element x y z (Å)
H 0.2214 1.5266 0.0923  0.46
N -0.8802 1.4325 0.0005  -0.75
C -1.4196 0.2565 -0.0203  0.44
N -2.6881 -0.1903 -0.0022  -0.38
O -0.4685 -0.9290 0.2569  -0.38
C 0.8383 -0.8563 -0.1507  0.24
N 1.4483 0.1672 -0.0036  -0.23
N 2.9115 0.1550 -0.0311  -0.72
H -2.9815 -1.1342 -0.1593  0.23
H -3.2916 0.4568 -0.3571  0.27
H 1.2102 -1.7889 -0.8195  0.31
H 3.2480 0.1024 1.0529  0.27
H 3.2877 0.9178 -0.5839  0.24

Atoms 1-2, force components in eV/Å:
-3.1 -1.2 -0.2
-1.1 -1.6 -0.6

---

2.
A structure of composition C2H6N4O in a non-equilibrium geometry, computed with ωB97M-V/def2-TZVPD.

* LUMO energy: -0.067 eV
* highest occupied orbital energy: -9.13 eV
* orbital gap: 9.1 eV
* total charge: 0
* largest force on an atom: 8.751 eV Å⁻¹
* energy above the lowest of the compared OMol25 structures with the same formula, charge and spin: 232.57 kcal/mol

Each line ends with the Mulliken charge.
Element x y z (Å)
C -1.5221 -1.0287 -0.1489  0.11
C 0.8612 -0.3622 0.4161  -0.19
H -0.5395 1.1150 -0.2399  0.45
H -1.3163 1.5175 1.1224  0.28
H -3.4925 0.2918 0.2608  0.32
H -2.1891 -1.9197 -0.6581  0.28
H 1.4241 -0.8935 1.1049  0.44
H 3.0834 1.4391 -0.1242  0.40
N -1.4566 1.4289 0.0659  -0.60
N -2.2814 0.2666 -0.1776  -0.26
N -0.2439 -1.2284 0.1070  -0.37
N 1.4379 0.4702 -0.3053  -0.37
O 3.1004 0.0292 -0.1125  -0.50

Atoms 1-2, force components in eV/Å:
-0.8 0.5 -0.8
-1.5 -3.3 -0.2

---

3.
The molecule C2H6N4O in a non-equilibrium geometry, computed with ωB97M-V/def2-TZVPD.

* LUMO energy: 0.986 eV
* highest occupied orbital energy: -8.94 eV
* orbital gap: 9.9 eV
* total charge: 0
* largest force on an atom: 7.539 eV Å⁻¹
* energy above the lowest of the compared OMol25 structures with the same formula, charge and spin: 121.57 kcal/mol

Each line ends with the Mulliken charge.
Element x y z (Å)
H -2.7971 -1.4916 0.5852  0.29
N -2.3881 -1.0403 -0.1784  -0.57
C -1.8083 -0.0823 0.2331  0.18
N -1.1647 0.8864 -0.6491  -0.30
O -0.2267 1.7647 -0.0587  -0.28
C 0.8253 0.9527 0.1580  0.06
N 0.9369 -0.2480 -0.2460  -0.06
N 2.1165 -0.9470 -0.0863  -0.68
H -1.7031 0.0839 1.4110  0.23
H -0.7293 0.4801 -1.4363  0.36
H 1.6262 1.4325 0.8160  0.31
H 2.9336 -0.3204 0.3264  0.24
H 2.3788 -1.4707 -0.8749  0.23

Atoms 1-2, force components in eV/Å:
-0.9 -1.3 1.1
-2.1 -3.1 -3.3

---

4.
The molecule C2H6N4O in a non-equilibrium geometry, computed with ωB97M-V/def2-TZVPD.

* LUMO energy: 0.822 eV
* highest occupied orbital energy: -8.66 eV
* orbital gap: 9.5 eV
* total charge: 0
* largest force on an atom: 9.920 eV Å⁻¹
* energy above the lowest of the compared OMol25 structures with the same formula, charge and spin: 110.47 kcal/mol

Each line ends with the Mulliken charge.
Element x y z (Å)
N -1.9343 -0.3557 -0.4660  -0.28
N -1.4807 0.8034 -0.5437  -0.38
C -0.5149 1.1825 0.2257  -0.04
N 0.0597 0.2170 1.1773  -0.55
N 0.7971 -0.7742 0.4125  -0.18
C 1.8013 -0.3331 -0.5056  0.02
O 2.4286 0.7345 -0.4446  -0.53
H -3.0003 -0.7064 -0.6411  0.27
H -1.4660 -1.0668 0.3750  0.28
H 0.0893 2.0872 -0.0111  0.40
H 0.8076 0.6011 1.7237  0.33
H 0.3071 -1.5038 0.0649  0.25
H 2.1053 -0.8857 -1.3670  0.42

Atoms 1-2, force components in eV/Å:
-2.7 -9.1 2.9
1.4 4.8 0.5

---

5.
The molecule C2H6N4O, computed with ωB97M-V/def2-TZVPD.

* LUMO energy: 0.821 eV
* highest occupied orbital energy: -9.32 eV
* orbital gap: 10.1 eV
* total charge: 0
* largest force on an atom: 0.773 eV Å⁻¹
* energy above the lowest of the compared OMol25 structures with the same formula, charge and spin: 66.69 kcal/mol

Each line ends with the Mulliken charge.
Element x y z (Å)
H -1.8139 -0.0957 -2.0434  0.21
N -1.6354 -0.4069 -1.0909  -0.63
C -0.5118 -0.0767 -0.6162  0.34
N 0.4955 0.5354 -1.3196  -0.15
O 1.5414 1.2364 -0.6731  -0.41
C -0.1546 -0.5538 0.7675  0.44
N 0.1240 0.4352 1.6657  -0.39
N -0.0225 -1.7675 1.0998  -0.75
H -0.2049 -2.4301 0.3550  0.26
H 0.2416 1.0420 -2.1589  0.23
H 2.0131 0.5995 -0.1177  0.36
H 0.1926 0.1334 2.6243  0.27
H -0.2652 1.3488 1.5075  0.22

Atoms 1-2, force components in eV/Å:
0.2 0.1 0.0
-0.6 -0.2 0.1

---

6.
A cluster of 2 separate species, C2H6N4O in total in a non-equilibrium geometry, computed with ωB97M-V/def2-TZVPD.

* LUMO energy: 0.739 eV
* highest occupied orbital energy: -9.00 eV
* orbital gap: 9.7 eV
* total charge: 0
* largest force on an atom: 5.676 eV Å⁻¹
* energy above the lowest of the compared OMol25 structures with the same formula, charge and spin: 100.98 kcal/mol

Each line ends with the Mulliken charge.
Element x y z (Å)
C -1.4730 0.4179 2.1993  0.81
C 0.9407 -0.1067 0.0474  -0.78
N -0.9534 -0.5171 -1.8484  -0.84
N -1.2261 0.0236 -0.7175  0.52
N -0.5759 0.6215 2.9356  -0.53
N -0.3904 0.2196 0.2235  -0.32
O -2.5426 0.3141 1.7197  -0.57
H 1.2092 -1.1833 0.4344  0.23
H 1.0803 -0.1550 -1.0319  0.37
H 1.5502 0.7920 0.5915  0.28
H -1.8227 -0.6734 -2.3775  0.22
H -2.2039 0.3461 -0.3243  0.29
H 0.4803 0.4686 2.7168  0.31

Atoms 1-2, force components in eV/Å:
-2.4 -0.1 -1.6
2.6 -0.1 0.4

---

7.
A cluster of 2 separate species, C2H6N4O in total in a non-equilibrium geometry, computed with ωB97M-V/def2-TZVPD.

* LUMO energy (spin up / spin down): 0.964 / -0.498 eV
* highest occupied orbital energy (spin up / spin down): -6.15 / -9.38 eV
* orbital gap (spin up / spin down): 7.1 / 8.9 eV
* total charge: 0
* spin multiplicity: 3
* largest force on an atom: 4.956 eV Å⁻¹
* energy above the lowest of the compared OMol25 structures with the same formula, charge and spin: 0.00 kcal/mol
* ⟨S²⟩: 2.027

Each line ends with the Mulliken charge.
Element x y z (Å)
C 1.5417 0.5056 0.1757  -0.36
C 0.1602 1.0043 0.4997  0.37
N 1.3827 -0.7267 -0.2811  -0.24
N -0.6369 -0.0644 0.2908  -0.26
N -0.1383 2.1962 0.7892  -0.65
N 0.0672 -1.1057 0.0997  0.02
O -2.4536 -1.9018 -0.0569  -0.65
H 2.4362 1.0873 -0.0117  0.34
H 2.1343 -1.3308 -0.0332  0.27
H 0.5722 2.8370 0.5483  0.22
H -2.8443 -1.0730 -0.2722  0.33
H -3.1490 -2.3135 0.5000  0.31
H -0.4539 -1.8935 -0.4186  0.30

Atoms 1-2, force components in eV/Å:
-1.2 3.6 1.1
4.3 -1.8 -1.6

---

8.
The molecule C2H6N4O2 in a non-equilibrium geometry, computed with ωB97M-V/def2-TZVPD.

* LUMO energy: 0.547 eV
* highest occupied orbital energy: -8.84 eV
* orbital gap: 9.4 eV
* total charge: 0
* largest force on an atom: 3.069 eV Å⁻¹
* energy above the lowest of the compared OMol25 structures with the same formula, charge and spin: 90.51 kcal/mol

Each line ends with the Mulliken charge.
Element x y z (Å)
H 1.4432 1.8529 -0.2026  0.31
N 2.3244 1.3754 -0.0139  -0.66
C 2.0480 0.1024 -0.0079  0.54
N 2.9813 -0.9534 0.2115  -0.43
O 0.7915 -0.4693 -0.2621  -0.10
N -0.2527 0.3779 0.0983  -0.60
C -1.3170 -0.2416 -0.2115  0.00
N -2.5037 0.3696 -0.0706  -0.17
O -3.6656 -0.2944 0.0875  -0.40
H 2.9613 -1.9060 -0.1764  0.21
H 3.8140 -0.5275 0.6502  0.23
H -1.1725 -1.2401 -0.6333  0.43
H -2.5145 1.2298 0.5100  0.29
H -3.7698 -0.6507 0.9881  0.33

Atoms 1-2, force components in eV/Å:
0.1 0.1 0.3
-0.5 -3.0 0.2

---

9.
A structure of composition C2H6N4O2 in a non-equilibrium geometry, computed with ωB97M-V/def2-TZVPD.

* LUMO energy: 0.215 eV
* highest occupied orbital energy: -9.53 eV
* orbital gap: 9.7 eV
* total charge: 0
* largest force on an atom: 10.589 eV Å⁻¹
* energy above the lowest of the compared OMol25 structures with the same formula, charge and spin: 154.12 kcal/mol

Each line ends with the Mulliken charge.
Element x y z (Å)
C 1.3093 0.2704 0.0019  0.55
C -1.8172 0.0635 -0.1971  0.45
H 3.0318 -1.5241 0.0738  0.32
H 3.3338 0.3185 0.3382  0.33
H 0.5582 2.2170 0.4525  0.29
H -1.0877 0.3455 -1.9484  0.29
H -2.8789 -0.6436 1.4396  0.34
H -1.2073 -1.8834 0.5896  0.31
N 2.5873 -0.3306 -0.2745  -0.62
N 1.3459 1.3921 0.5689  -0.59
N -0.8009 0.1810 -0.9252  -0.10
N -1.7081 -0.7078 0.9531  -0.62
O 0.2571 -0.4643 -0.7450  -0.25
O -2.9233 0.7658 -0.3275  -0.71

Atoms 1-2, force components in eV/Å:
1.1 -0.3 -1.0
-9.0 1.9 5.2

---

10.
The molecule C2H6N4O2S in a non-equilibrium geometry, computed with ωB97M-V/def2-TZVPD.

* LUMO energy: 0.727 eV
* highest occupied orbital energy: -9.78 eV
* orbital gap: 10.5 eV
* total charge: 0
* largest force on an atom: 4.977 eV Å⁻¹
* energy above the lowest of the compared OMol25 structures with the same formula, charge and spin: 0.00 kcal/mol

Each line ends with the Mulliken charge.
Element x y z (Å)
N -1.6432 -1.3749 -0.0684  -0.45
S -1.4960 0.1951 0.0663  1.18
O -1.4453 0.4568 1.4655  -0.69
O -2.3937 0.9193 -0.8137  -0.65
C 0.1577 0.4991 -0.7070  -0.20
C 1.0723 0.9580 0.4380  -0.46
N 1.9921 -0.2467 0.5817  0.06
N 1.7636 -0.9995 -0.4443  -0.47
N 0.8093 -0.7560 -1.1739  -0.21
H -1.9075 -1.6797 -0.9906  0.23
H -2.1348 -1.7905 0.7225  0.28
H 0.0331 1.0991 -1.5033  0.53
H 1.6688 1.8419 0.1169  0.26
H 0.5847 0.9892 1.3976  0.31
H 2.9389 -0.1112 0.9127  0.28

Atoms 1-2, force components in eV/Å:
-0.6 -1.5 0.4
0.2 1.9 -2.2

---

11.
A cluster of 2 separate species, C2H6N4O2S2 in total in a non-equilibrium geometry, computed with ωB97M-V/def2-TZVPD.

* LUMO energy (spin up / spin down): -2.634 / -1.719 eV
* highest occupied orbital energy (spin up / spin down): -8.66 / -9.06 eV
* orbital gap (spin up / spin down): 6.0 / 7.3 eV
* total charge: 0
* largest force on an atom: 4.174 eV Å⁻¹
* energy above the lowest of the compared OMol25 structures with the same formula, charge and spin: 62.47 kcal/mol

Each line ends with the Mulliken charge.
Element x y z (Å)
C 0.4159 0.5266 1.3221  -0.26
C 0.8855 -2.2547 0.4664  0.54
N -0.0870 -0.1922 0.3864  0.17
N 0.0569 -1.3645 -0.0430  -0.55
N 0.6875 -3.4930 0.0001  -0.33
N -0.2410 2.7047 -1.0844  -0.38
O -2.1185 1.8064 -2.5448  -0.49
O -2.5486 2.5601 -0.0065  -0.49
S 1.7890 -2.0830 1.8921  -0.38
S -1.7995 1.9458 -1.1186  0.91
H 1.1856 0.2618 2.0910  0.22
H 0.1285 1.6016 1.4083  0.17
H -0.0776 -3.4269 -0.6928  0.26
H 1.1049 -4.3819 0.0299  0.16
H 0.3909 2.7331 -1.8693  0.23
H 0.2274 3.0560 -0.2367  0.23

Atoms 1-2, force components in eV/Å:
-0.4 1.0 -0.3
1.5 -2.1 2.9

---

12.
A cluster of 2 separate species, C2H6N4O2S2 in total in a non-equilibrium geometry, computed with ωB97M-V/def2-TZVPD.

* LUMO energy: -0.092 eV
* highest occupied orbital energy: -8.73 eV
* orbital gap: 8.6 eV
* total charge: 0
* largest force on an atom: 4.307 eV Å⁻¹
* energy above the lowest of the compared OMol25 structures with the same formula, charge and spin: 13.70 kcal/mol

Each line ends with the Mulliken charge.
Element x y z (Å)
C -3.3291 0.7800 -0.2913  0.38
C 1.1619 -2.1619 -0.2038  -0.17
N -2.7709 1.7654 0.0989  -0.41
N 0.5915 -1.5123 0.7281  0.29
N 0.0984 -0.3463 0.8667  -0.82
N 2.0998 1.0521 -0.2013  -0.51
O 0.0898 0.5077 -1.4906  -0.61
O -0.2600 1.9165 0.5570  -0.70
S -4.1613 -0.5089 -0.6538  -0.38
S 0.3932 0.8616 -0.1395  1.10
H 1.4810 -3.1436 -0.0007  0.27
H 1.2648 -1.8376 -1.2627  0.27
H -1.9201 1.8966 0.5556  0.48
H 0.4931 -2.1541 1.6211  0.30
H 2.3879 1.1822 0.7493  0.26
H 2.3798 1.7027 -0.9330  0.26

Atoms 1-2, force components in eV/Å:
0.5 0.8 1.1
0.4 0.2 -2.8